1.
{
  "formula": "C15H39ClI2IrP3",
  "method": "ωB97M-V with the def2-TZVPD basis set",
  "molar_mass_g_mol": 793.88,
  "de_lowest_kcal_mol": 23.2,
  "s2": 6.022,
  "charge": 2,
  "e_homo_ev": [-14.0, -15.4],
  "multiplicity": 5,
  "homo_lumo_gap_ha": [0.2562, 0.2027],
  "elements": ["Ir", "I", "I", "Cl", "P", "P", "P", "C", "C", "C", "C", "C", "C", "C", "C", "C", "C", "C", "C", "C", "C", "C", "H", "H", "H", "H", "H", "H", "H", "H", "H", "H", "H", "H", "H", "H", "H", "H", "H", "H", "H", "H", "H", "H", "H", "H", "H", "H", "H", "H", "H", "H", "H", "H", "H", "H", "H", "H", "H", "H", "H"],
  "coordinates": [[0.099, 1.058, -1.084], [1.467, -1.242, -2.910], [-0.173, 3.500, -2.278], [0.005, 2.357, 1.002], [-2.319, 1.714, -0.892], [2.343, 1.851, -0.929], [0.108, -0.882, 0.305], [2.551, -2.384, -0.166], [3.250, 1.061, 0.461], [-2.834, 3.438, -0.466], [-1.613, -1.673, 2.560], [3.389, 1.739, -2.415], [1.329, -3.034, 1.878], [2.643, 3.622, -0.485], [-1.223, -1.920, -0.507], [-3.235, 1.417, -2.453], [-1.486, -1.442, -1.931], [-1.025, -3.432, -0.391], [-0.689, -0.578, 2.013], [-3.328, 0.865, 0.401], [0.300, -0.151, 3.103], [1.602, -1.868, 0.910], [2.138, 3.880, 0.451], [2.235, -3.657, 1.916], [2.818, -1.604, -0.895], [-2.411, 3.715, 0.504], [1.120, -2.729, 2.906], [-2.120, -1.665, 0.073], [0.824, 0.772, 2.842], [1.034, -0.928, 3.342], [-0.102, -3.783, -0.871], [-2.497, 4.161, -1.219], [-3.290, -0.224, 0.315], [-3.930, 3.471, -0.409], [-1.306, 0.297, 1.766], [-2.816, 0.561, -2.987], [-1.044, -2.141, -2.650], [-2.990, 1.174, 1.396], [3.484, -2.713, 0.315], [4.443, 1.747, -2.104], [0.522, -3.679, 1.522], [-1.036, -0.428, -2.107], [-2.170, -1.248, 3.408], [-1.056, -3.780, 0.650], [2.612, 1.032, 1.352], [3.727, 3.757, -0.365], [-3.177, 2.305, -3.090], [-0.266, 0.049, 4.022], [-2.372, -2.042, 1.862], [-1.042, -2.529, 2.940], [3.188, 2.600, -3.061], [2.126, -1.078, 1.468], [-1.869, -3.924, -0.897], [-2.565, -1.368, -2.132], [-4.283, 1.208, -2.199], [2.127, -3.236, -0.708], [3.578, 0.049, 0.203], [4.129, 1.679, 0.688], [2.283, 4.283, -1.282], [-4.369, 1.189, 0.264], [3.166, 0.810, -2.960]],
  "nbo_charge": [0.207, 0.235, 0.337, -0.518, 1.082, 1.138, 1.115, -0.603, -0.971, -0.949, -0.626, -0.983, -0.622, -0.948, -0.573, -0.976, -0.581, -0.619, -0.527, -0.952, -0.629, -0.537, 0.279, 0.245, 0.180, 0.280, 0.231, 0.249, 0.229, 0.210, 0.217, 0.246, 0.239, 0.270, 0.243, 0.251, 0.241, 0.266, 0.255, 0.274, 0.224, 0.150, 0.245, 0.231, 0.264, 0.262, 0.268, 0.245, 0.206, 0.226, 0.266, 0.249, 0.244, 0.238, 0.269, 0.229, 0.246, 0.269, 0.247, 0.265, 0.252]
}

---

2.
{
  "formula": "C9H8BrNO2",
  "method": "ωB97M-V with the def2-TZVPD basis set",
  "molar_mass_g_mol": 242.07,
  "de_lowest_kcal_mol": 0.0,
  "s2": 2.051,
  "e_homo_ev": [-5.4, -9.0],
  "multiplicity": 3,
  "homo_lumo_gap_ha": [0.2122, 0.2107],
  "elements": ["Br", "O", "O", "N", "C", "C", "C", "C", "C", "C", "C", "C", "C", "H", "H", "H", "H", "H", "H", "H", "H"],
  "coordinates": [[-0.765, -0.416, -3.250], [0.061, -0.341, 3.125], [2.412, -1.110, -0.508], [1.413, -0.044, 1.336], [1.693, -0.057, -0.048], [0.187, -0.284, 1.925], [-0.893, -0.459, 0.918], [1.962, 1.227, -0.773], [-3.134, -0.789, 0.163], [-2.243, -0.640, 1.214], [-0.501, -0.420, -0.397], [-1.366, -0.534, -1.441], [-2.714, -0.730, -1.159], [3.022, 1.485, -0.694], [2.234, -1.917, -0.008], [-4.184, -0.937, 0.365], [1.726, 1.107, -1.828], [1.360, 2.025, -0.349], [-3.422, -0.841, -1.968], [-2.574, -0.671, 2.241], [2.179, 0.075, 1.988]],
  "nbo_charge": [0.107, -0.606, -0.679, -0.716, 0.622, 0.615, -0.133, -0.681, -0.233, -0.142, -0.122, -0.052, -0.261, 0.223, 0.496, 0.223, 0.243, 0.238, 0.219, 0.223, 0.416]
}

---

3.
{
  "formula": "C3H13N3O",
  "method": "ωB97M-V with the def2-TZVPD basis set",
  "molar_mass_g_mol": 107.16,
  "de_lowest_kcal_mol": 29.4,
  "e_homo_ev": -9.0,
  "multiplicity": 1,
  "homo_lumo_gap_ha": 0.3672,
  "smiles": "NCCNCN.O",
  "elements": ["O", "N", "N", "N", "C", "C", "C", "H", "H", "H", "H", "H", "H", "H", "H", "H", "H", "H", "H", "H"],
  "coordinates": [[0.608, 0.607, -2.651], [-0.086, 2.385, 0.269], [0.654, -0.712, 0.041], [-1.247, -2.031, -0.651], [0.533, 0.142, 1.252], [0.012, -2.035, 0.087], [-0.503, 1.216, 1.017], [0.388, 3.074, 0.828], [0.208, 0.329, -1.802], [-0.680, 1.631, 2.029], [-0.086, -2.404, 1.113], [1.494, 0.549, 1.586], [0.210, -0.515, 2.070], [0.066, 1.375, -2.857], [-1.071, -1.913, -1.642], [0.507, 2.223, -0.535], [-1.529, 0.889, 0.814], [1.609, -0.809, -0.277], [0.676, -2.807, -0.298], [-1.761, -1.195, -0.393]],
  "nbo_charge": [-0.958, -0.852, -0.691, -0.830, -0.239, -0.064, -0.235, 0.361, 0.483, 0.189, 0.168, 0.201, 0.182, 0.462, 0.359, 0.361, 0.188, 0.379, 0.188, 0.348]
}

---

4.
{
  "formula": "CCl4",
  "method": "ωB97M-V with the def2-TZVPD basis set",
  "molar_mass_g_mol": 153.82,
  "de_lowest_kcal_mol": 7.7,
  "e_homo_ev": -11.1,
  "multiplicity": 1,
  "homo_lumo_gap_ha": 0.4064,
  "elements": ["Cl", "Cl", "Cl", "Cl", "C"],
  "coordinates": [[-15.627, 17.733, -38.400], [-14.211, 15.167, -39.208], [-17.144, 15.361, -38.580], [-14.997, 15.874, -36.494], [-15.471, 15.936, -38.212]],
  "nbo_charge": [0.017, 0.078, 0.050, 0.050, -0.195]
}

---

Q: Which formula does entry 3 have?
A: C3H13N3O